C20H43FN4O5S as an isolated structure at a distorted geometry, computed with ωB97M-V/def2-TZVPD.

Last column: Mulliken charge in e.
Positions of all 74 atoms, in Å:
N -4.038 -0.115 4.083  -0.594
C -2.620 -0.501 4.158  -1.030
C -1.788 0.068 2.995  0.270
O -1.858 -0.853 1.901  -0.381
C -2.190 1.501 2.648  -1.972
C -1.645 2.025 1.308  0.462
O -0.367 1.430 1.086  0.088
C 0.761 2.215 1.456  -0.999
C 1.355 2.904 0.220  0.381
C 2.726 2.314 -0.172  -1.600
C 2.666 0.806 -0.301  -0.474
C 1.589 0.331 -1.283  1.571
S 2.299 -0.603 -2.688  -0.258
C 1.275 -0.001 -3.944  0.522
N 0.843 -0.660 -4.956  -0.289
N 0.079 0.202 -5.695  -0.488
C 0.090 1.331 -5.086  -0.016
O 0.820 1.261 -3.951  -0.236
C -2.619 1.908 0.094  -0.546
N -3.624 0.859 0.137  -0.692
C -1.890 1.775 -1.243  0.446
C -1.667 3.140 -1.864  -1.315
F -0.808 3.073 -2.945  -0.281
H -4.600 -0.707 4.682  0.290
H -4.373 -0.323 3.147  0.168
H -2.178 -0.262 5.121  0.503
H -2.551 -1.583 4.028  0.362
H -0.750 0.065 3.307  0.191
H -2.790 -1.034 1.756  0.280
H -3.260 1.680 2.710  0.460
H -1.752 2.129 3.425  0.484
H -1.474 3.097 1.452  0.776
H 1.491 1.498 1.823  0.576
H 0.564 2.899 2.283  0.448
H 0.700 2.706 -0.620  -0.462
H 1.445 3.980 0.350  0.484
H 3.445 2.627 0.586  0.344
H 3.071 2.782 -1.093  0.413
H 2.469 0.307 0.641  0.177
H 3.642 0.435 -0.604  0.643
H 1.001 1.142 -1.688  -0.666
H 0.929 -0.366 -0.778  -0.482
H -0.406 2.220 -5.408  0.479
H -3.163 2.855 0.054  0.466
H -4.229 0.912 0.941  0.298
H -3.236 -0.063 -0.001  0.169
H -2.570 1.244 -1.905  0.853
H -0.989 1.173 -1.190  -0.743
H -1.298 3.857 -1.130  0.402
H -2.629 3.495 -2.229  0.424
C 3.635 -3.496 0.860  -1.157
C 4.920 -2.706 0.663  0.469
C 6.087 -3.354 1.392  -1.412
O 4.741 -1.366 1.123  -0.495
H 3.368 -3.535 1.920  0.339
H 2.807 -3.017 0.335  0.177
H 3.736 -4.517 0.491  0.406
H 5.146 -2.638 -0.402  0.268
H 5.895 -3.389 2.468  0.361
H 6.999 -2.775 1.244  0.344
H 6.260 -4.372 1.038  0.380
H 4.540 -1.400 2.064  0.326
C -1.599 -1.410 -2.639  -1.013
C -1.833 -1.704 -1.164  1.184
C -2.022 -3.193 -0.921  -1.530
O -2.978 -0.984 -0.694  -0.347
H -2.458 -1.721 -3.241  0.408
H -1.469 -0.336 -2.798  -0.002
H -0.712 -1.925 -3.009  0.419
H -0.985 -1.342 -0.580  -0.427
H -2.897 -3.562 -1.463  0.353
H -2.191 -3.388 0.139  0.367
H -1.148 -3.760 -1.245  0.389
H -3.741 -1.286 -1.197  0.297

Summary:
Energy in hartree: -1880.98555
Gap between HOMO and LUMO in eV: 8.75